23
Properties=species:S:1:pos:R:3:nbo_charge:R:1 method="wB97M-V/def2-TZVPD" relative_energy_ev=0.885 charge=+1 homo_ev=-14.014 multiplicity=1 largest_force_ha_per_bohr=0.05029
C -0.926 -0.111 1.752 -0.072
O -0.018 -0.911 2.549 -0.741
C -0.066 0.524 0.638 -0.078
C -0.914 0.938 -0.551 -0.433
C -0.044 1.429 -1.781 -0.221
N 1.339 1.808 -1.366 -0.872
N 0.996 -0.409 0.238 -0.714
H -1.699 -0.752 1.355 0.192
H -1.254 0.673 2.419 0.211
H -0.288 -1.837 2.519 0.485
H 0.331 1.409 1.057 0.220
H -1.473 0.104 -0.969 0.228
H -1.543 1.775 -0.342 0.241
H 0.116 0.607 -2.473 0.195
H -0.578 2.256 -2.231 0.205
H 1.809 2.231 -2.161 0.391
H 1.267 2.582 -0.711 0.363
H 1.576 0.139 -0.420 0.471
H 0.650 -1.246 -0.250 0.454
H 1.538 -0.658 1.055 0.451
H -1.069 -2.847 -1.724 0.513
H -0.050 -3.208 -0.601 0.490
O -0.480 -2.481 -1.064 -0.980